[1]
Here is C4H10CaN2O2 as an isolated structure in a non-equilibrium geometry from OMol25. Energies are from the ωB97M-V functional and the def2-TZVPD basis.

Atoms and positions in Å:
N  1.66795  -1.15780  0.60786
C  1.93561  -0.30499  -0.61228
C  0.72569  0.72142  -1.02481
C  -0.13631  1.32421  0.23269
N  -1.63341  1.20479  0.04274
C  -2.12658  -0.22241  0.13865
O  -3.07910  -0.48737  1.07464
O  -1.71577  -1.35372  -0.70807
H  0.65018  -1.32759  0.77097
H  2.15834  -2.08215  0.54785
H  2.94223  0.30339  -0.55433
H  2.07896  -1.06511  -1.52117
H  0.02955  0.24247  -1.86704
H  1.24713  1.64945  -1.56491
H  0.10237  2.49209  0.29082
H  0.13908  0.88759  1.28283
H  -2.05566  1.69493  0.88815
H  -2.05114  -2.20852  -0.27182
Ca  -0.87910  -0.31068  2.24721

Atoms 1-2, force components in eV/Å:
-0.35 0.49 0.32
0.26 -0.34 -2.12

Summary:
Orbital gap: 0.287 Ha
Spin multiplicity: 1
Net charge: +2



[2]
Here is a 3-piece molecular cluster, C4H10ClN overall in a non-equilibrium geometry from OMol25. Energies are from the ωB97M-V functional and the def2-TZVPD basis.

Atoms and positions in Å:
C  0.35687  -1.17411  1.09259
C  0.57301  0.19934  0.40970
C  -0.57524  0.54331  -0.52273
C  -0.80679  -0.49510  -1.60646
H  1.30884  -1.22168  1.72586
H  -0.63161  -1.06146  1.53157
H  0.38713  -1.99039  0.20851
H  1.36654  -0.03771  -0.25863
H  2.11595  1.35793  1.42531
H  0.00779  2.44480  0.98256
H  -0.36693  1.57313  -1.03721
H  0.24535  -0.62055  -1.96819
H  -1.10592  -1.46085  -1.30144
H  -1.44920  -0.07877  -2.42475
N  0.59255  1.21259  1.47674
Cl  -2.01835  0.80953  0.26657

Atoms 1-2, force components in eV/Å:
1.49 -0.11 -2.02
-2.42 -0.63 -0.16

Summary:
Orbital gap: 0.364 Ha
Energy above the lowest of the compared OMol25 structures with the same formula, charge and spin: 125.2 kcal/mol
Spin multiplicity: 1



[3]
Here is C4H10ClO2Zn as an isolated structure in a non-equilibrium geometry from OMol25. Energies are from the ωB97M-V functional and the def2-TZVPD basis.

Atoms and positions in Å:
Zn  3.15279  -6.37056  1.00509
Cl  2.22744  -4.41408  1.87091
C  -2.52451  1.29067  -1.33925
O  -1.18560  0.89676  -1.74611
C  -0.02604  1.51450  -1.09095
C  0.22349  1.12878  0.41459
O  1.32831  0.19061  0.28215
C  1.13921  -0.98283  1.19453
H  -2.42613  1.04203  -0.28256
H  -3.27022  0.71890  -1.89160
H  -2.70913  2.34583  -1.54090
H  0.15633  2.58798  -1.14059
H  0.79247  1.15043  -1.71192
H  -0.65867  0.67052  0.86168
H  0.52576  2.07310  0.86736
H  0.13847  -1.39247  1.05734
H  1.25340  -0.68882  2.23790
H  1.86269  -1.76131  0.95236

Atoms 1-2, force components in eV/Å:
-0.55 1.17 0.51
0.55 -1.20 -0.50

Summary:
Orbital gap (alpha / beta): 0.333 / 0.248 Ha
Spin multiplicity: 2



[4]
Here is a 2-piece molecular cluster, C4H10F2 overall from OMol25. Energies are from the ωB97M-V functional and the def2-TZVPD basis.

Atoms and positions in Å:
C  2.24536  1.20903  0.18425
C  2.30550  -0.28301  0.39028
F  1.43349  -0.65672  1.41519
H  1.22454  1.52197  -0.09248
H  2.93474  1.50173  -0.62550
H  2.53871  1.74032  1.10527
H  2.00749  -0.84144  -0.51790
H  3.31894  -0.62353  0.67736
C  -2.54335  0.02446  0.22425
C  -2.00828  -0.94635  -0.79724
F  -1.21340  -0.26979  -1.72510
H  -1.71614  0.51586  0.76355
H  -3.17069  -0.51206  0.95583
H  -3.15672  0.80136  -0.26238
H  -1.38130  -1.73338  -0.33579
H  -2.81889  -1.44845  -1.35960

Atoms 1-2, force components in eV/Å:
-0.07 0.35 0.00
0.36 -0.40 -0.36

Summary:
Orbital gap: 0.472 Ha
Energy above the lowest of the compared OMol25 structures with the same formula, charge and spin: 0.0 kcal/mol
Spin multiplicity: 1



[5]
Here is C4H10F2Li2N2O9S2 as an isolated structure in a non-equilibrium geometry from OMol25. Energies are from the ωB97M-V functional and the def2-TZVPD basis.

Atoms and positions in Å:
Li  2.98294  -4.47016  -0.99264
Li  0.67609  -0.40685  -0.18685
N  -0.30581  -3.92446  1.09905
S  -0.46559  -4.08657  2.82661
O  -0.18447  -5.37261  3.38940
O  -1.44201  -3.25365  3.49714
F  0.94000  -3.36629  3.19639
S  -1.69962  -4.62900  0.98560
O  -2.82946  -3.67891  0.90088
O  -2.00386  -5.95114  1.53506
F  -1.50061  -5.00764  -0.56806
N  5.44584  0.50190  -1.90201
O  6.50012  -0.08690  -1.88560
O  4.44462  -0.12861  -1.76370
O  5.49045  1.71164  -2.10157
C  -1.84009  1.71603  -2.82686
O  -1.33493  1.81420  -1.51995
C  -1.45520  3.11436  -0.97853
C  -1.54670  3.00311  0.52863
O  -0.53940  2.11556  0.96530
C  0.69469  2.75669  1.39596
H  -1.68019  0.72053  -3.24101
H  -1.48533  2.49378  -3.50312
H  -2.92700  1.79372  -2.85309
H  -2.41387  3.57486  -1.21724
H  -0.57990  3.70952  -1.23878
H  -2.44844  2.57150  0.96300
H  -1.43572  4.01846  0.90919
H  1.39804  1.99558  1.73376
H  0.57485  3.35758  2.29745
H  0.97043  3.39364  0.55551

Atoms 1-2, force components in eV/Å:
-0.01 0.03 0.14
-0.42 0.69 0.12

Summary:
Orbital gap: 0.134 Ha
Energy above the lowest of the compared OMol25 structures with the same formula, charge and spin: 153.5 kcal/mol
Spin multiplicity: 1



[6]
Here is an isolated ion of composition C4H10FNP and charge +1 in a non-equilibrium geometry from OMol25. Energies are from the ωB97M-V functional and the def2-TZVPD basis.

Atoms and positions in Å:
C  -2.15835  -0.65396  0.49253
N  -0.64477  -0.86226  0.21338
C  -0.01312  -0.27229  -0.95673
C  1.20409  0.25561  -0.07917
F  2.22690  -0.69778  -0.10001
P  1.87037  2.01345  -0.64646
C  0.17344  0.07718  1.06868
H  -2.12440  0.39565  0.84272
H  -2.70704  -0.83090  -0.46083
H  -2.26793  -1.39904  1.30563
H  -0.46707  -1.95562  0.30853
H  -0.69147  0.61273  -1.19163
H  0.02604  -0.75848  -1.96548
H  2.21587  1.82672  -1.92927
H  3.10084  1.56714  -0.22972
H  0.60980  -0.33477  1.95482
H  -0.35321  1.01660  1.37302

Atoms 1-2, force components in eV/Å:
1.94 -0.31 -0.38
-1.33 -2.69 1.25

Summary:
Orbital gap: 0.379 Ha
Energy above the lowest of the compared OMol25 structures with the same formula, charge and spin: 7.2 kcal/mol
Spin multiplicity: 1
Net charge: +1



[7]
Here is a 2-piece molecular cluster, C4H10N overall in a non-equilibrium geometry from OMol25. Energies are from the ωB97M-V functional and the def2-TZVPD basis.

Atoms and positions in Å:
C  2.07664  -0.44845  0.44788
C  1.56009  0.35892  -0.37325
C  -0.98868  -1.04462  -0.68036
C  -1.02636  0.91684  0.77672
N  -0.53542  0.32020  -0.44173
H  3.23414  -0.37495  0.48490
H  1.42341  -1.34058  0.81579
H  1.65876  1.36050  -0.90200
H  -0.39372  -1.62071  0.10856
H  -2.04439  -0.99316  -0.52941
H  -0.62701  -1.47747  -1.72972
H  -0.85235  0.38354  1.65429
H  -0.56992  1.87507  0.96938
H  -2.12398  1.26147  0.72515
H  -0.79121  0.82341  -1.32621

Atoms 1-2, force components in eV/Å:
1.21 -3.02 0.80
-3.80 3.97 -1.90

Summary:
Orbital gap: 0.406 Ha
Energy above the lowest of the compared OMol25 structures with the same formula, charge and spin: 93.2 kcal/mol
Spin multiplicity: 1
Net charge: +1



[8]
Here is a 2-piece molecular cluster, C4H10N overall in a non-equilibrium geometry from OMol25. Energies are from the ωB97M-V functional and the def2-TZVPD basis.

Atoms and positions in Å:
C  2.26210  0.91971  -0.33298
C  1.63623  1.90501  0.29565
H  3.32343  0.74509  -0.21782
H  1.79114  0.51203  -1.22441
H  2.10642  2.55638  1.02325
H  0.56053  2.01197  0.22121
C  -1.34137  -2.08636  0.33391
C  -1.51822  0.14653  -0.57122
N  -0.94927  -0.66394  0.23991
H  -2.17984  -2.15890  1.01491
H  -0.47412  -2.64426  0.66723
H  -1.68596  -2.38010  -0.65514
H  -1.98982  -0.18861  -1.48868
H  -1.27765  1.19132  -0.39222
H  -0.06286  -0.34193  0.64022

Atoms 1-2, force components in eV/Å:
0.12 0.83 -0.87
-0.17 -0.44 0.88

Summary:
Orbital gap: 0.305 Ha
Energy above the lowest of the compared OMol25 structures with the same formula, charge and spin: 61.7 kcal/mol
Spin multiplicity: 1
Net charge: +1



What total energy values result from the calculations? In sequence: -29803.47583 -18317.61363 -69342.82407 -9744.91235 -53223.02503 -17797.02194 -5789.81731 -5791.18021 eV.